The following is a quantum chemistry calculation of a single C4H6FNS2 molecule, from OMol25.

```
! wB97M-V def2-TZVPD RIJCOSX def2/J DEFGRID3
* xyz 0 1
S 0.761 -2.172 0.068
S -2.505 -1.454 -0.134
F 2.893 -1.045 -0.408
N 0.086 -0.589 -0.148
C -1.584 1.081 -0.105
C 2.356 0.156 0.042
C 1.048 0.445 -0.021
C -1.233 -0.303 -0.127
H 2.894 1.019 0.635
H -2.636 1.063 0.009
H -1.223 1.890 -0.907
H 0.641 1.539 0.174
H -0.374 -2.991 0.109
H -1.123 1.361 0.815
*
```

## Properties
Orbital gap: 8.5 eV
E_HOMO: -8.4039 eV
E: -30119.887 eV
Energy relative to the best compared isomer or geometry (same formula, charge and spin): 3.155 eV
Structure (SMILES): CC(=S)N(S)/C=C\F

Mulliken charges, unit e, in atom order: atom 1 (S): -0.10, atom 2 (S): -0.37, atom 3 (F): -0.23, atom 4 (N): -0.06, atom 5 (C): -1.26, atom 6 (C): -0.18, atom 7 (C): 0.01, atom 8 (C): 0.63, atom 9 (H): 0.24, atom 10 (H): 0.32, atom 11 (H): 0.25, atom 12 (H): 0.18, atom 13 (H): 0.12, atom 14 (H): 0.43

The following is a quantum chemistry calculation of a molecular structure, C4H6FeO, from OMol25.

```
! wB97M-V def2-TZVPD RIJCOSX def2/J DEFGRID3
* xyz 3 6
Fe 0.974 2.029 -0.060
O -0.810 1.658 -0.261
C 2.286 -0.453 0.154
C 1.033 -0.299 0.370
C -0.990 -0.771 0.178
C -1.582 0.650 -0.227
H 2.954 0.394 0.368
H -1.107 -0.363 -1.177
H -1.260 -0.907 1.237
H -1.588 -1.601 -0.225
H 2.627 -1.092 -0.671
H -2.538 0.754 0.314
*
```

## Properties
Orbital gap (alpha / beta): 5.7 / 8.9 eV
E_HOMO (alpha / beta): -23.8357 / -26.5129 eV
E: -40631.332 eV
Energy relative to the best compared isomer or geometry (same formula, charge and spin): 7.191 eV

Mulliken charges, unit e, in atom order: atom 1 (Fe): 1.32, atom 2 (O): -0.50, atom 3 (C): -0.42, atom 4 (C): 0.19, atom 5 (C): -0.63, atom 6 (C): 0.34, atom 7 (H): 0.46, atom 8 (H): 0.48, atom 9 (H): 0.43, atom 10 (H): 0.49, atom 11 (H): 0.35, atom 12 (H): 0.47

The following is a quantum chemistry calculation of a gas-phase ion, C4H6IN2 (charge +1), from OMol25.

```
! wB97M-V def2-TZVPD RIJCOSX def2/J DEFGRID3
* xyz 1 3
I -4.222 -1.016 0.022
N -2.271 -0.916 -0.026
N 0.495 0.125 0.418
C 0.009 -0.001 1.585
C -0.193 -0.010 -0.770
C -1.510 -0.401 -0.946
C 1.900 0.530 0.242
H 2.446 -0.244 -0.296
H 0.382 0.238 -1.648
H 1.936 1.458 -0.329
H 2.376 0.689 1.207
H -1.869 -0.271 -1.970
H 0.521 -0.182 2.511
*
```

## Properties
Orbital gap (alpha / beta): 7.9 / 6.4 eV
E_HOMO (alpha / beta): -12.8919 / -12.9577 eV
E: -15313.665 eV
Energy relative to the best compared isomer or geometry (same formula, charge and spin): 0.662 eV

Mulliken charges, unit e, in atom order: atom 1 (I): 0.36, atom 2 (N): -0.58, atom 3 (N): 0.01, atom 4 (C): 0.07, atom 5 (C): -0.28, atom 6 (C): 0.15, atom 7 (C): -0.87, atom 8 (H): 0.36, atom 9 (H): 0.41, atom 10 (H): 0.36, atom 11 (H): 0.31, atom 12 (H): 0.36, atom 13 (H): 0.33

The following is a quantum chemistry calculation of a single C4H6IN3 molecule, from OMol25.

```
! wB97M-V def2-TZVPD RIJCOSX def2/J DEFGRID3
* xyz 0 1
I -3.472 -0.318 -0.081
N 0.565 0.710 -0.045
N 0.642 -0.616 0.043
N -1.171 2.401 0.099
C -1.494 -0.145 0.068
C -0.558 -1.172 0.169
C -0.730 1.064 0.001
C 1.932 -1.229 -0.059
H -0.438 2.944 0.381
H -1.523 2.850 -0.654
H 1.870 -2.326 -0.112
H 2.558 -1.284 0.943
H 2.502 -0.707 -0.726
H -0.682 -2.171 -0.027
*
```

## Properties
Orbital gap: 9.0 eV
E_HOMO: -8.2728 eV
E: -16814.752 eV
Energy relative to the best compared isomer or geometry (same formula, charge and spin): 0.000 eV
Structure (SMILES): Cn1cc(I)c(N)n1

Mulliken charges, unit e, in atom order: atom 1 (I): 0.14, atom 2 (N): -0.97, atom 3 (N): 0.72, atom 4 (N): -0.50, atom 5 (C): -0.50, atom 6 (C): -0.37, atom 7 (C): 0.49, atom 8 (C): -0.76, atom 9 (H): 0.26, atom 10 (H): 0.21, atom 11 (H): 0.29, atom 12 (H): 0.25, atom 13 (H): 0.33, atom 14 (H): 0.41

The following is a quantum chemistry calculation of a single C4H6INS molecule, from OMol25.

```
! wB97M-V def2-TZVPD RIJCOSX def2/J DEFGRID3
* xyz 0 1
I -3.879 0.233 0.000
S -0.642 -4.119 0.064
N -1.130 -1.309 0.026
C -0.476 -2.444 -0.264
C -1.852 -0.147 0.635
C -0.785 0.033 -0.351
C 0.521 0.510 0.144
H 1.123 -0.343 0.644
H -1.764 -0.068 1.627
H 1.082 0.716 -0.698
H 0.320 -2.427 -1.024
H 0.569 1.362 0.795
H -0.882 0.395 -1.438
*
```

## Properties
Orbital gap: 7.8 eV
E_HOMO: -8.1764 eV
E: -24667.986 eV
Energy relative to the best compared isomer or geometry (same formula, charge and spin): 2.472 eV
Structure (SMILES): C[C@@H]1[C@@H](I)N1C=S

Mulliken charges, unit e, in atom order: atom 1 (I): 0.05, atom 2 (S): -0.29, atom 3 (N): -0.02, atom 4 (C): -0.21, atom 5 (C): -0.45, atom 6 (C): 0.15, atom 7 (C): -1.38, atom 8 (H): 0.33, atom 9 (H): 0.49, atom 10 (H): 0.42, atom 11 (H): 0.28, atom 12 (H): 0.34, atom 13 (H): 0.28

The following is a quantum chemistry calculation of 2 unconnected molecules or ions with the total composition C4H6IO3, from OMol25.

```
! wB97M-V def2-TZVPD RIJCOSX def2/J DEFGRID3
* xyz -1 1
I 2.929 -18.848 18.945
O 8.570 -15.004 20.243
O 9.516 -14.071 18.534
O 9.911 -13.155 20.594
C 8.854 -15.148 17.993
C 8.491 -15.937 19.241
C 9.380 -13.996 19.836
C 9.908 -15.810 16.999
H 9.367 -16.428 16.283
H 7.545 -16.474 19.316
H 9.198 -16.713 19.536
H 7.997 -14.710 17.482
H 10.609 -16.479 17.498
H 10.420 -15.058 16.398
*
```

## Properties
Orbital gap: 6.0 eV
E_HOMO: -3.3918 eV
E: -18490.673 eV
Energy relative to the best compared isomer or geometry (same formula, charge and spin): 1.015 eV

Mulliken charges, unit e, in atom order: atom 1 (I): -1.00, atom 2 (O): -0.31, atom 3 (O): -0.32, atom 4 (O): -0.60, atom 5 (C): 0.42, atom 6 (C): -0.50, atom 7 (C): 0.67, atom 8 (C): -1.28, atom 9 (H): 0.37, atom 10 (H): 0.34, atom 11 (H): 0.24, atom 12 (H): 0.29, atom 13 (H): 0.34, atom 14 (H): 0.33

The following is a quantum chemistry calculation of a molecular structure, C4H6IrMgO5, from OMol25.

```
! wB97M-V def2-TZVPD RIJCOSX def2/J DEFGRID3
* xyz 0 6
Ir -1.032 -0.137 -0.973
Mg 0.810 3.173 -2.378
O -0.048 -0.268 0.778
O -0.895 3.497 -1.055
O -0.493 1.482 -1.857
O -1.719 1.646 -0.019
O -0.544 -1.918 -1.248
C 0.006 -2.459 -0.095
C -1.204 2.267 -1.050
C 0.797 -1.426 0.704
C 0.318 0.840 1.498
H 1.724 -1.134 0.187
H 0.656 0.616 2.512
H 0.689 1.741 1.012
H -0.789 -2.861 0.567
H 0.701 -3.294 -0.309
H 1.024 -1.764 1.726
*
```

## Properties
Orbital gap (alpha / beta): 6.6 / 6.6 eV
E_HOMO (alpha / beta): -6.7039 / -7.8232 eV
E: -22759.595 eV
Energy relative to the best compared isomer or geometry (same formula, charge and spin): 0.276 eV

Mulliken charges, unit e, in atom order: atom 1 (Ir): 0.58, atom 2 (Mg): 0.35, atom 3 (O): -0.22, atom 4 (O): -0.81, atom 5 (O): -0.49, atom 6 (O): -0.64, atom 7 (O): -0.56, atom 8 (C): -0.29, atom 9 (C): 1.23, atom 10 (C): -0.46, atom 11 (C): -0.50, atom 12 (H): 0.30, atom 13 (H): 0.37, atom 14 (H): 0.21, atom 15 (H): 0.26, atom 16 (H): 0.33, atom 17 (H): 0.34

The following is a quantum chemistry calculation of a molecular structure, C4H6LiO2Ru, from OMol25.

```
! wB97M-V def2-TZVPD RIJCOSX def2/J DEFGRID3
* xyz 3 7
Ru 3.635 1.226 -1.322
O 2.332 0.104 -0.238
O -1.772 0.925 1.398
C -1.274 0.112 0.490
C -1.472 -0.597 -0.758
C 1.088 0.353 -0.270
C 0.125 -0.309 0.500
Li 3.033 -1.464 0.664
H -2.228 -0.848 -1.508
H -1.170 1.435 1.952
H -1.065 -1.609 -0.886
H 0.749 1.181 -0.910
H -2.395 0.357 -0.507
H 0.416 -0.865 1.394
*
```

## Properties
Orbital gap (alpha / beta): 2.9 / 6.5 eV
E_HOMO (alpha / beta): -17.6092 / -21.8109 eV
E: -11081.967 eV
Energy relative to the best compared isomer or geometry (same formula, charge and spin): 4.440 eV

Mulliken charges, unit e, in atom order: atom 1 (Ru): 1.17, atom 2 (O): -0.78, atom 3 (O): -0.33, atom 4 (C): 0.61, atom 5 (C): -0.84, atom 6 (C): 1.04, atom 7 (C): -1.00, atom 8 (Li): 0.93, atom 9 (H): 0.37, atom 10 (H): 0.42, atom 11 (H): 0.38, atom 12 (H): 0.27, atom 13 (H): 0.37, atom 14 (H): 0.38

The following is a quantum chemistry calculation of a molecular structure, C4H6LiO2Tm, from OMol25.

```
! wB97M-V def2-TZVPD RIJCOSX def2/J DEFGRID3
* xyz 2 3
Tm 1.837 0.140 0.014
O 0.355 -1.637 -0.056
O -1.194 -3.777 1.591
C -1.005 -1.433 -0.539
C -2.288 -3.052 1.797
C -1.822 -0.702 0.393
C -2.098 -1.687 2.165
Li -0.861 0.325 -2.291
H 0.436 -2.361 0.575
H -2.954 -1.174 2.616
H -1.402 -2.416 -0.815
H -2.866 -0.548 0.083
H -1.146 -1.465 2.679
H -1.386 0.237 0.753
*
```

## Properties
Orbital gap (alpha / beta): 4.4 / 4.8 eV
E_HOMO (alpha / beta): -14.5802 / -15.0295 eV
E: -38051.349 eV
Energy relative to the best compared isomer or geometry (same formula, charge and spin): 0.000 eV

Mulliken charges, unit e, in atom order: atom 1 (Tm): 1.53, atom 2 (O): -0.30, atom 3 (O): -0.42, atom 4 (C): -0.81, atom 5 (C): 0.11, atom 6 (C): -0.40, atom 7 (C): -0.42, atom 8 (Li): 0.77, atom 9 (H): 0.31, atom 10 (H): 0.38, atom 11 (H): 0.34, atom 12 (H): 0.44, atom 13 (H): 0.26, atom 14 (H): 0.21

The following is a quantum chemistry calculation of a molecular structure, C4H6LuO2, from OMol25.

```
! wB97M-V def2-TZVPD RIJCOSX def2/J DEFGRID3
* xyz 2 2
Lu -4.748 0.452 1.025
O -3.392 1.911 0.211
O 2.015 2.960 0.768
C -2.115 2.428 0.150
C 0.288 1.637 -0.203
C -1.142 1.487 -0.582
C 0.927 2.828 0.244
H 0.601 3.352 -0.778
H -1.715 2.624 1.164
H 0.871 0.721 -0.049
H -2.119 3.399 -0.381
H -1.228 1.708 -1.661
H -1.459 0.442 -0.449
*
```

## Properties
Orbital gap (alpha / beta): 4.8 / 7.1 eV
E_HOMO (alpha / beta): -16.0765 / -18.3816 eV
E: -41936.743 eV
Energy relative to the best compared isomer or geometry (same formula, charge and spin): 2.056 eV

Mulliken charges, unit e, in atom order: atom 1 (Lu): 1.36, atom 2 (O): -0.52, atom 3 (O): -0.23, atom 4 (C): -0.48, atom 5 (C): -0.12, atom 6 (C): -0.44, atom 7 (C): 0.33, atom 8 (H): 0.27, atom 9 (H): 0.35, atom 10 (H): 0.43, atom 11 (H): 0.29, atom 12 (H): 0.38, atom 13 (H): 0.39

What did the fourth record say?
The following is a quantum chemistry calculation of a single C4H6IN3 molecule, from OMol25.

```
! wB97M-V def2-TZVPD RIJCOSX def2/J DEFGRID3
* xyz 0 1
I -3.472 -0.318 -0.081
N 0.565 0.710 -0.045
N 0.642 -0.616 0.043
N -1.171 2.401 0.099
C -1.494 -0.145 0.068
C -0.558 -1.172 0.169
C -0.730 1.064 0.001
C 1.932 -1.229 -0.059
H -0.438 2.944 0.381
H -1.523 2.850 -0.654
H 1.870 -2.326 -0.112
H 2.558 -1.284 0.943
H 2.502 -0.707 -0.726
H -0.682 -2.171 -0.027
*
```

## Properties
Orbital gap: 9.0 eV
E_HOMO: -8.2728 eV
E: -16814.752 eV
Energy relative to the best compared isomer or geometry (same formula, charge and spin): 0.000 eV
Structure (SMILES): Cn1cc(I)c(N)n1

Mulliken charges, unit e, in atom order: atom 1 (I): 0.14, atom 2 (N): -0.97, atom 3 (N): 0.72, atom 4 (N): -0.50, atom 5 (C): -0.50, atom 6 (C): -0.37, atom 7 (C): 0.49, atom 8 (C): -0.76, atom 9 (H): 0.26, atom 10 (H): 0.21, atom 11 (H): 0.29, atom 12 (H): 0.25, atom 13 (H): 0.33, atom 14 (H): 0.41